Record 1
Formula: C53H44BN10P2TcTe
Source: the Open Molecules 2025 dataset
Level of theory: ωB97M-V/def2-TZVPD

Output
DFT total energy (Eh): -3649.5926
Frontier orbital gap (alpha / beta) (eV): 8.17 / 6.03
Energy above the lowest of the compared OMol25 structures with the same formula, charge and spin (kJ/mol): 0.0
LUMO energy (alpha / beta) (eV): -5.09 / -7.25

Geometry as ORCA input:
```
! wB97M-V def2-TZVPD RIJCOSX def2/J DEFGRID3
* xyz 2 3
Te 1.1393 2.8285 2.6973
Tc -0.3099 -1.0141 -0.3795
P 0.6166 1.3454 -0.5127
P 0.6375 -0.3443 1.8313
N 4.1868 6.2978 1.0923
N -1.3784 -0.7338 -2.1718
N -1.7349 -2.3844 0.4218
N 1.8499 -1.5692 -0.6727
N -3.3148 -0.0414 0.0003
N -4.9688 -1.4446 -1.3381
N -2.0360 0.2595 0.3395
N -2.7041 -0.9696 -2.2003
N -2.9973 -2.4447 -0.0682
N -5.3313 -2.6746 -1.7927
C 2.4278 4.3100 1.9051
C 3.4876 -3.2019 -1.3142
C -2.0732 -0.5492 -4.2797
C 1.8474 1.9467 -2.8987
C 2.2260 -2.4737 2.6019
C -1.9814 4.9202 -1.7970
C 0.0589 -5.4710 -2.7038
C -1.2933 -3.5657 -2.1049
C -1.7019 2.5364 -1.6243
C -0.4907 0.0023 5.7412
C 4.5235 -2.3691 -0.9479
C -3.6041 -3.5429 0.4126
C -1.8041 -0.4477 5.7329
C 2.1875 -1.0923 2.4364
C 2.8788 2.3720 -3.7194
C -5.8925 -0.5140 -1.7154
C 4.3127 2.6046 -1.8047
C 2.1701 -2.7816 -1.1821
C -0.3532 -0.3588 3.3578
C -0.4895 2.7215 -0.9643
C -2.1250 1.2844 1.1973
C 3.3588 -3.0833 3.1166
C -1.1652 -4.8174 -2.6818
C -6.8949 -1.1608 -2.3837
C -0.9829 -0.4868 -3.4185
C -0.0106 4.0157 -0.7669
C 1.9544 5.5611 1.5429
C 4.2046 -1.1254 -0.4307
C 4.4566 -2.3163 3.4812
C -6.4890 -2.5104 -2.4009
C 2.8781 -0.7918 -0.2975
C -0.7611 5.1102 -1.1624
C -2.7126 -4.2226 1.2209
C 2.8793 6.5185 1.1377
C -2.3838 -0.8777 4.5492
C 0.2386 0.0306 4.5644
C 2.0526 1.8231 -1.5247
C 4.1127 2.7024 -3.1736
C 1.0265 -3.5514 -1.6189
C -0.2069 -2.9118 -1.5218
C 4.4209 -0.9375 3.3283
C 3.2918 -0.3267 2.8030
C 1.0408 1.3526 1.2754
C -4.1684 0.7474 0.6608
C -3.1455 -0.8595 -3.4659
C -1.5541 -3.4595 1.1872
C 3.2874 2.1578 -0.9852
C -3.4431 1.6296 1.4345
C 4.6321 5.1088 1.4796
C -2.4394 3.6343 -2.0412
C 3.7974 4.0831 1.9034
C 1.1561 -4.8237 -2.1838
C -1.6664 -0.8296 3.3632
B -3.5436 -1.2598 -0.9098
H -2.5630 5.7733 -2.1192
H 1.3711 -3.0823 2.3322
H -0.0258 0.3071 6.6690
H -2.0815 -0.4065 -5.3452
H -2.0416 -5.2834 -3.1128
H 5.7067 4.9665 1.4627
H 0.1543 -6.4557 -3.1393
H -5.7616 0.5358 -1.5157
H 4.2246 3.1442 2.2342
H -2.8863 -5.1370 1.7586
H -3.8157 2.4044 2.0795
H 3.2749 0.7471 2.6696
H 3.6927 -4.1788 -1.7215
H -4.1854 -1.0129 -3.7021
H 5.2739 -0.3379 3.6178
H 5.3375 -2.7937 3.8884
H 1.2823 0.3202 4.5955
H 3.4510 2.0789 0.0820
H 0.8705 1.7541 -3.3258
H 5.5519 -2.6840 -1.0609
H -6.9943 -3.3604 -2.8299
H 2.5444 7.5047 0.8382
H -2.1243 -1.1715 2.4486
H -2.0759 1.5444 -1.8257
H -7.7880 -0.7305 -2.8007
H 2.7139 2.4660 -4.7842
H 0.0610 -0.3271 -3.6335
H 3.3831 -4.1578 3.2388
H -2.2794 -3.1418 -2.1300
H -0.6014 -3.6359 1.6570
H -2.3683 -0.4807 6.6553
H 0.8995 5.8028 1.5640
H -3.3981 -1.2541 4.5470
H 0.9713 4.1717 -0.3405
H 4.9121 3.0486 -3.8144
H -5.2313 0.6192 0.5555
H -4.6225 -3.7572 0.1443
H -3.3755 3.4819 -2.5618
H -0.3814 6.1109 -1.0023
H 2.1231 -5.3041 -2.2255
H 2.6410 0.1436 0.1718
H 5.2660 2.8808 -1.3734
H 4.9592 -0.4207 -0.1126
H -1.2520 1.7441 1.6110
*
```

Atom charges from the Mulliken analysis, given in e for atoms 1 to 99: number 1, Te, carries 0.583; number 2, Tc, carries -1.886; number 3, P, carries 3.459; number 4, P, carries 2.930; number 5, N, carries -0.561; number 6, N, carries 1.205; number 7, N, carries 0.713; number 8, N, carries 1.085; number 9, N, carries -0.268; number 10, N, carries 0.336; number 11, N, carries 1.139; number 12, N, carries 0.498; number 13, N, carries 0.797; number 14, N, carries -1.087; number 15, C, carries 0.424; number 16, C, carries -0.880; number 17, C, carries -2.072; number 18, C, carries -1.193; number 19, C, carries -0.706; number 20, C, carries -1.015; number 21, C, carries -1.309; number 22, C, carries 0.440; number 23, C, carries 0.350; number 24, C, carries -0.969; number 25, C, carries -1.259; number 26, C, carries -0.003; number 27, C, carries -0.760; number 28, C, carries 1.094; number 29, C, carries -0.944; number 30, C, carries -0.237; number 31, C, carries -0.861; number 32, C, carries 0.658; number 33, C, carries 1.205; number 34, C, carries 1.073; number 35, C, carries 0.266; number 36, C, carries -0.757; number 37, C, carries -1.384; number 38, C, carries -1.116; number 39, C, carries -1.020; number 40, C, carries -1.401; number 41, C, carries -0.285; number 42, C, carries -1.005; number 43, C, carries -0.851; number 44, C, carries -0.276; number 45, C, carries -0.195; number 46, C, carries -0.841; number 47, C, carries -1.839; number 48, C, carries -0.506; number 49, C, carries -1.193; number 50, C, carries -1.016; number 51, C, carries 1.154; number 52, C, carries -0.914; number 53, C, carries -0.281; number 54, C, carries 1.830; number 55, C, carries -0.711; number 56, C, carries -0.330; number 57, C, carries -2.361; number 58, C, carries -0.185; number 59, C, carries 0.163; number 60, C, carries -0.340; number 61, C, carries -0.054; number 62, C, carries -2.249; number 63, C, carries -0.675; number 64, C, carries -0.774; number 65, C, carries -0.074; number 66, C, carries -0.660; number 67, C, carries 0.317; number 68, B, carries 0.197; number 69, H, carries 0.422; number 70, H, carries 0.190; number 71, H, carries 0.477; number 72, H, carries 0.564; number 73, H, carries 0.532; number 74, H, carries 0.419; number 75, H, carries 0.444; number 76, H, carries 0.617; number 77, H, carries 0.439; number 78, H, carries 0.587; number 79, H, carries 0.592; number 80, H, carries 0.237; number 81, H, carries 0.523; number 82, H, carries 0.525; number 83, H, carries 0.485; number 84, H, carries 0.443; number 85, H, carries 0.496; number 86, H, carries 0.440; number 87, H, carries 0.623; number 88, H, carries 0.512; number 89, H, carries 0.491; number 90, H, carries 0.390; number 91, H, carries 0.264; number 92, H, carries 0.096; number 93, H, carries 0.472; number 94, H, carries 0.501; number 95, H, carries 0.781; number 96, H, carries 0.512; number 97, H, carries 0.377; number 98, H, carries 0.081; number 99, H, carries 0.437

Record 2
Formula: C3H4F2O
Source: the Open Molecules 2025 dataset
Level of theory: ωB97M-V/def2-TZVPD

Output
SMILES string: C=C(F)F.C=O
DFT total energy (Eh): -391.6040
Frontier orbital gap (eV): 11.08
Energy above the lowest of the compared OMol25 structures with the same formula, charge and spin (kJ/mol): 180.6
LUMO energy (eV): 0.76

Geometry as ORCA input:
```
! wB97M-V def2-TZVPD RIJCOSX def2/J DEFGRID3
* xyz 0 1
F -2.9142 1.2608 -0.0852
F -3.2632 -0.8693 -0.1160
O 3.1892 1.1591 0.1101
C -1.0876 -0.3093 0.3654
C -2.3243 0.0512 0.0504
C 2.6853 0.2059 -0.3369
H 1.9173 0.3286 -1.0699
H -0.8174 -1.3146 0.4798
H -0.2731 0.2784 0.5180
H 2.8880 -0.7908 0.0844
*
```

Charges computed using Mulliken, reported in e: number 1, F, carries -0.207; number 2, F, carries -0.205; number 3, O, carries -0.342; number 4, C, carries -0.684; number 5, C, carries 0.514; number 6, C, carries -0.145; number 7, H, carries 0.255; number 8, H, carries 0.254; number 9, H, carries 0.327; number 10, H, carries 0.232

Record 3
Formula: C3H5N3O
Source: the Open Molecules 2025 dataset
Level of theory: ωB97M-V/def2-TZVPD

Output
SMILES string: OCc1nc[nH]n1
DFT total energy (Eh): -356.8130
Frontier orbital gap (eV): 10.81
Energy above the lowest of the compared OMol25 structures with the same formula, charge and spin (kJ/mol): 116.5
LUMO energy (eV): 0.87

Geometry as ORCA input:
```
! wB97M-V def2-TZVPD RIJCOSX def2/J DEFGRID3
* xyz 0 1
O 2.5422 -0.1870 -0.4483
N -1.0993 0.4926 -0.5008
N 0.0294 -0.7655 1.0036
N -1.2873 -0.6859 1.3165
C -1.9369 0.0651 0.4124
C 0.0907 -0.0396 -0.0953
C 1.3018 0.2309 -0.9511
H 2.5955 -1.1461 -0.5276
H 1.0920 -0.1924 -1.9452
H -1.6569 -1.1443 2.1350
H -2.9979 0.2724 0.4490
H 1.3614 1.3149 -1.0835
*
```

Charges computed using Mulliken, reported in e: number 1, O, carries -0.509; number 2, N, carries -0.552; number 3, N, carries -0.671; number 4, N, carries 0.177; number 5, C, carries -0.026; number 6, C, carries 0.472; number 7, C, carries -0.310; number 8, H, carries 0.308; number 9, H, carries 0.230; number 10, H, carries 0.211; number 11, H, carries 0.412; number 12, H, carries 0.257

Record 4
Formula: C32H39LiN2O2Si
Source: the Open Molecules 2025 dataset
Level of theory: ωB97M-V/def2-TZVPD

Output
DFT total energy (Eh): -1799.9678
Frontier orbital gap (eV): 8.65
LUMO energy (eV): 0.27

Geometry as ORCA input:
```
! wB97M-V def2-TZVPD RIJCOSX def2/J DEFGRID3
* xyz 0 1
Si 1.6411 0.4067 0.9985
O -1.7938 -0.0681 -2.0828
O 0.2136 0.4222 0.3165
N -1.1670 -2.0857 -2.8086
N -1.5868 -0.2519 -4.3142
C 1.2550 2.0606 3.3032
C 2.8549 2.9263 1.7487
C 5.3609 0.1232 -0.9173
C 1.6518 -3.5107 2.4236
C -3.5189 -0.7958 1.3777
C -2.8371 3.3226 0.3752
C -1.4832 -0.8928 -5.6186
C 2.6279 -1.0689 3.3004
C -3.0968 1.8765 0.7299
C -1.7644 1.1916 -4.4284
C -2.6180 -0.0464 2.1370
C 3.0358 4.0445 2.5575
C -2.4140 1.2858 1.7957
C 2.3230 4.1700 3.7431
C 5.0324 0.3033 -2.2576
C -1.1905 -2.4540 -1.3848
C 2.8417 -2.2163 4.0590
C 3.7070 0.5085 -2.6204
C 2.7166 0.5364 -1.6427
C 3.0250 0.3626 -0.2897
C 1.4443 -2.3604 1.6740
C -4.2121 -0.2371 0.3091
C 1.9212 -1.1141 2.0939
C 1.4294 3.1725 4.1177
C 1.9603 1.9109 2.1009
C -5.1768 -1.0577 -0.5085
C -1.8511 -0.6735 3.2707
C -1.5282 -0.7932 -3.0602
C -3.9998 1.1064 0.0026
C -0.5053 -3.0127 -3.7221
C 2.3504 -3.4393 3.6237
C 4.3652 0.1513 0.0516
Li -1.3071 0.4178 -0.4411
H -0.9339 1.6229 -4.9936
H 3.3901 -2.1546 4.9920
H -1.8017 1.6434 -3.4484
H -0.8619 -3.4842 -1.2893
H -6.2006 -0.7115 -0.3591
H -1.6698 -1.9522 -5.5856
H 1.2685 -4.4637 2.0762
H -4.5380 1.5533 -0.8287
H -1.8785 3.4314 -0.1413
H -0.5294 -1.8160 -0.7973
H 1.6776 0.6957 -1.9216
H -1.7008 1.8799 2.3598
H -3.6771 -1.8419 1.6272
H -1.6364 0.0602 4.0505
H 6.3942 -0.0411 -0.6307
H -5.1354 -2.1107 -0.2296
H -2.7863 3.9386 1.2740
H 2.4664 5.0385 4.3766
H 0.8738 3.2607 5.0456
H -0.5047 -0.7128 -6.0699
H 2.5137 -4.3324 4.2151
H 4.6357 0.0013 1.0947
H -0.0360 -3.7880 -3.1279
H -2.1962 -2.3678 -0.9745
H -2.2355 -0.4531 -6.2734
H 5.8083 0.2795 -3.0149
H -2.6928 1.4085 -4.9617
H -0.8925 -1.0626 2.9126
H 3.4494 0.6496 -3.6655
H -3.6192 3.7187 -0.2727
H -2.4076 -1.4991 3.7177
H -1.2001 -3.5091 -4.3981
H -4.9540 -0.9739 -1.5746
H 3.0097 -0.1185 3.6611
H 3.7360 4.8188 2.2635
H 0.8961 -2.4266 0.7393
H 3.4199 2.8450 0.8249
H 0.5600 1.2813 3.6118
H 0.2828 -2.5288 -4.2972
*
```

Charges computed using Mulliken, reported in e: number 1, Si, carries -1.464; number 2, O, carries -0.417; number 3, O, carries 0.389; number 4, N, carries 0.194; number 5, N, carries 0.206; number 6, C, carries -0.025; number 7, C, carries -0.437; number 8, C, carries -0.759; number 9, C, carries -0.598; number 10, C, carries -0.571; number 11, C, carries -1.621; number 12, C, carries -1.117; number 13, C, carries -0.238; number 14, C, carries 0.743; number 15, C, carries -1.068; number 16, C, carries 1.302; number 17, C, carries -0.717; number 18, C, carries -0.753; number 19, C, carries -0.426; number 20, C, carries -0.429; number 21, C, carries -0.244; number 22, C, carries -0.681; number 23, C, carries -0.559; number 24, C, carries -0.483; number 25, C, carries 0.017; number 26, C, carries -0.004; number 27, C, carries 0.966; number 28, C, carries 0.500; number 29, C, carries -0.847; number 30, C, carries 0.432; number 31, C, carries -1.789; number 32, C, carries -1.660; number 33, C, carries 0.491; number 34, C, carries -0.632; number 35, C, carries -1.173; number 36, C, carries -0.434; number 37, C, carries 0.084; number 38, Li, carries 0.835; number 39, H, carries 0.356; number 40, H, carries 0.385; number 41, H, carries 0.186; number 42, H, carries 0.466; number 43, H, carries 0.467; number 44, H, carries 0.355; number 45, H, carries 0.403; number 46, H, carries 0.322; number 47, H, carries 0.262; number 48, H, carries -0.360; number 49, H, carries 0.389; number 50, H, carries 0.321; number 51, H, carries 0.372; number 52, H, carries 0.376; number 53, H, carries 0.386; number 54, H, carries 0.346; number 55, H, carries 0.425; number 56, H, carries 0.373; number 57, H, carries 0.400; number 58, H, carries 0.325; number 59, H, carries 0.373; number 60, H, carries 0.357; number 61, H, carries 0.384; number 62, H, carries 0.110; number 63, H, carries 0.362; number 64, H, carries 0.368; number 65, H, carries 0.362; number 66, H, carries 0.143; number 67, H, carries 0.389; number 68, H, carries 0.394; number 69, H, carries 0.480; number 70, H, carries 0.305; number 71, H, carries 0.274; number 72, H, carries 0.381; number 73, H, carries 0.399; number 74, H, carries 0.049; number 75, H, carries 0.353; number 76, H, carries 0.546; number 77, H, carries 0.404

Record 5
Formula: C2H2Cl3NS
Source: the Open Molecules 2025 dataset
Level of theory: ωB97M-V/def2-TZVPD

Output
SMILES string: C#[N+][S-].ClC(Cl)Cl
DFT total energy (Eh): -1910.8273
Frontier orbital gap (eV): 8.63
Energy above the lowest of the compared OMol25 structures with the same formula, charge and spin (kJ/mol): 213.7
LUMO energy (eV): -0.29

Geometry as ORCA input:
```
! wB97M-V def2-TZVPD RIJCOSX def2/J DEFGRID3
* xyz 0 1
Cl -0.1768 2.3105 2.4959
Cl 0.4387 3.7881 0.2254
Cl 1.7497 1.1170 0.7432
S -0.7165 -0.8615 -0.3529
N -0.6260 -2.3501 -0.9769
C -0.3034 -3.4653 -1.2611
C 0.3404 2.1937 0.7995
H -0.4013 1.5497 0.3604
H -0.3048 -4.2822 -2.0335
*
```

Charges computed using Mulliken, reported in e: number 1, Cl, carries -0.141; number 2, Cl, carries -0.102; number 3, Cl, carries -0.112; number 4, S, carries -0.146; number 5, N, carries -0.131; number 6, C, carries 0.011; number 7, C, carries 0.393; number 8, H, carries -0.073; number 9, H, carries 0.302

Which max |F| belongs to each record? In order, 0.32; 3.43; 0.37; 0.59; 2.94 eV Å⁻¹.